Record 1
This record from OMol25 describes a molecular structure, C15H31NO2P2V. The level of theory is ωB97M-V/def2-TZVPD.

Calculated values
LUMO level (spin up / spin down) (Eh): -0.0314 / -0.0392
HOMO-LUMO gap (spin up / spin down) (eV): 6.923 / 6.719
Net charge: 0
Calculated total energy (eV): -65896.252
ΔE to the lowest compared entry with this formula, charge and spin (eV): 0.000
2S+1: 4

Each line ends with the Löwdin charge.
CARTESIAN COORDINATES (ANGSTROEM)
P1 0.212 -1.696 -1.015  0.872
P2 1.199 1.855 -0.231  0.920
C1 0.274 -0.159 -1.961  -0.419
C2 1.542 0.727 -1.647  -0.436
H1 -0.659 0.414 -1.735  0.024
H2 0.103 -0.385 -3.045  0.094
H3 2.400 0.101 -1.346  0.021
H4 1.754 1.244 -2.604  0.080
C3 0.493 3.020 -1.614  -0.272
H5 0.114 3.982 -1.255  0.039
H6 -0.380 2.592 -2.122  0.022
H7 1.202 3.275 -2.432  0.053
C4 2.558 3.020 0.117  -0.305
H8 2.779 3.803 -0.635  0.055
H9 3.457 2.425 0.353  0.013
H10 2.183 3.485 1.050  0.039
C5 -0.827 -2.620 -2.269  -0.245
H11 -1.091 -3.628 -1.943  0.041
H12 -0.250 -2.723 -3.200  0.037
H13 -1.758 -2.110 -2.537  0.030
C6 1.814 -2.422 -1.303  -0.284
H14 2.556 -1.631 -1.412  0.012
H15 1.712 -2.982 -2.228  0.034
H16 2.046 -3.086 -0.460  0.043
V1 3.183 0.112 1.659  0.787
C7 -2.373 1.299 -0.312  -0.079
C8 -2.984 0.381 -1.039  -0.138
C9 -4.082 -0.534 -0.532  -0.191
C10 -3.995 -1.143 0.872  -0.233
C11 -2.886 -2.075 0.837  -0.164
C12 -1.606 -1.690 0.861  -0.220
C13 -1.035 -0.285 1.415  -0.222
C14 -1.759 1.094 1.197  -0.168
C15 3.529 -1.053 3.391  -0.257
H17 -1.963 2.200 -0.744  0.063
H18 -2.563 0.147 -2.091  0.120
H19 -4.154 -1.356 -1.301  0.116
H20 -5.130 -0.259 -0.489  0.103
H21 -3.998 -0.436 1.713  0.116
H22 -4.902 -1.717 1.076  0.108
H23 -3.244 -3.106 1.056  0.120
H24 -0.802 -2.501 0.861  0.062
H25 -0.024 -0.156 0.980  -0.022
H26 -0.866 -0.514 2.503  0.118
H27 -2.400 1.121 2.141  0.104
H28 -0.935 1.873 1.286  0.053
H29 4.647 -1.001 3.645  0.008
H30 3.503 -2.019 2.735  -0.016
H31 2.807 -1.036 4.224  -0.015
O1 2.768 2.804 3.514  -0.080
N1 3.285 1.710 3.140  -0.365
O2 4.547 1.638 2.879  -0.172

Record 2
This record from OMol25 describes a molecular structure, C15H32CaNO2P2. The level of theory is ωB97M-V/def2-TZVPD.

Calculated values
LUMO level (spin up / spin down) (Eh): -0.1626 / -0.0917
HOMO-LUMO gap (spin up / spin down) (eV): 7.741 / 9.663
Net charge: +1
Calculated total energy (eV): -58668.127
ΔE to the lowest compared entry with this formula, charge and spin (eV): 0.000

Each line ends with the Löwdin charge.
CARTESIAN COORDINATES (ANGSTROEM)
Ca1 0.525 0.224 -0.118  1.016
P1 0.456 -2.671 0.232  0.831
C1 -1.183 -3.124 0.973  -0.305
C2 -2.169 -1.997 1.203  -0.323
N1 -1.855 -0.699 0.991  0.072
C3 -2.670 0.211 1.565  -0.325
C4 -3.798 -0.144 2.312  -0.019
C5 -4.115 -1.488 2.489  -0.020
C6 -3.310 -2.432 1.865  -0.031
C7 -2.440 1.703 1.472  -0.329
P2 -1.511 2.302 -0.012  0.814
H1 -3.482 -3.507 1.942  0.128
H2 -4.366 0.634 2.812  0.121
H3 -4.948 -1.810 3.098  0.119
H4 -3.418 2.214 1.501  0.093
H5 -1.892 2.037 2.367  0.098
H6 -1.685 -3.911 0.413  0.098
H7 -0.943 -3.513 1.971  0.086
H8 -2.818 -1.481 -3.808  0.019
O1 -3.705 -1.800 -3.647  -0.048
H9 -3.677 -2.176 -2.761  0.023
H10 0.552 -0.055 -4.780  0.130
O2 1.159 0.454 -2.027  -0.649
H11 1.175 0.291 -2.991  -0.135
C8 -2.906 2.278 -1.202  -0.265
H12 -3.836 2.620 -0.727  0.055
H13 -2.678 2.921 -2.060  0.054
H14 -3.029 1.245 -1.554  0.038
C9 -1.475 4.100 0.385  -0.279
H15 -0.923 4.592 -0.430  0.046
H16 -2.482 4.545 0.445  0.057
H17 -0.933 4.281 1.328  0.044
C10 1.447 -3.691 1.406  -0.280
H18 1.369 -4.771 1.181  0.058
H19 2.490 -3.341 1.323  0.035
H20 1.091 -3.516 2.436  0.045
C11 0.597 -3.696 -1.293  -0.270
H21 1.461 -3.261 -1.827  0.043
H22 0.800 -4.756 -1.068  0.050
H23 -0.288 -3.596 -1.942  0.047
C12 3.808 0.123 0.225  -0.078
C13 3.247 1.173 1.199  -0.501
C14 2.954 2.510 0.515  -0.076
C15 2.019 0.660 1.880  -0.058
H24 3.161 -0.031 -0.658  0.052
H25 3.953 -0.842 0.729  0.079
H26 4.780 0.453 -0.156  0.092
H27 4.026 1.355 1.964  0.157
H28 2.262 2.408 -0.334  0.064
H29 2.525 3.230 1.219  0.083
H30 3.872 2.946 0.119  0.091
H31 2.145 -0.317 2.362  0.074
H32 1.489 1.407 2.480  0.078

Record 3
This record from OMol25 describes 3 unconnected molecules or ions with the total composition C15H32Cl2NO11P2S3. The level of theory is ωB97M-V/def2-TZVPD.

Calculated values
LUMO level (Eh): -0.1159
HOMO-LUMO gap (eV): 9.129
Net charge: +1
Calculated total energy (eV): -116207.039

Each line ends with the Löwdin charge.
CARTESIAN COORDINATES (ANGSTROEM)
C1 4.798 -0.031 -1.499  -0.062
C2 5.060 1.451 -1.957  -0.379
C3 5.929 2.263 -0.958  -0.083
C4 3.780 2.175 -2.478  -0.111
C5 2.831 2.878 -1.459  -0.249
C6 2.139 2.134 -0.262  -0.477
P1 2.995 1.844 1.363  0.882
P2 3.547 3.912 1.870  0.386
O1 2.354 4.721 1.402  -0.353
O2 4.872 4.480 1.035  -0.192
O3 3.713 4.099 3.517  -0.158
C7 1.431 0.931 -1.008  -0.311
C8 0.483 0.008 -0.197  -0.634
Cl1 0.051 -1.366 -1.321  0.674
C9 -0.779 0.681 0.410  -0.671
C10 -1.752 -0.406 1.023  -0.140
Cl2 -0.372 1.809 1.785  0.640
C11 0.763 1.798 -2.164  -0.109
N1 1.574 3.072 -2.315  -0.426
S1 0.660 4.573 -2.124  0.925
H1 4.109 -0.457 -2.265  0.079
H2 5.712 -0.644 -1.548  0.091
H3 4.258 -0.103 -0.542  0.042
H4 5.704 1.326 -2.854  0.136
H5 6.955 1.844 -1.027  0.092
H6 5.633 2.175 0.095  0.022
H7 6.021 3.333 -1.218  0.083
H8 3.265 1.453 -3.149  0.126
H9 4.148 2.976 -3.160  0.137
H10 3.103 3.875 -1.060  0.123
H11 1.323 2.840 0.021  0.056
H12 4.183 1.067 1.235  -0.078
H13 5.608 4.592 1.652  0.077
H14 4.251 3.352 3.822  0.066
H15 2.087 0.253 -1.578  0.094
H16 1.075 -0.425 0.631  0.109
H17 -1.333 1.200 -0.390  0.094
H18 -1.344 -1.427 0.942  0.058
H19 -1.880 -0.214 2.103  0.060
H20 -2.734 -0.341 0.526  0.070
H21 -0.268 2.125 -1.927  0.107
H22 0.663 1.290 -3.140  0.144
H23 1.824 3.083 -3.304  0.118
H24 1.635 5.522 -1.937  -0.063
C12 -6.822 -0.574 2.602  -0.160
C13 -7.188 -0.069 1.218  -0.161
O4 -6.261 -0.717 0.338  -0.189
S2 -5.903 -2.177 0.927  0.633
O5 -6.716 -3.146 0.270  -0.207
O6 -4.480 -2.297 1.000  -0.245
O7 -6.482 -1.952 2.415  -0.183
H25 -5.945 -0.054 2.995  0.134
H26 -7.645 -0.481 3.307  0.140
H27 -7.103 1.011 1.133  0.137
H28 -8.197 -0.378 0.937  0.137
C14 -3.421 -5.857 1.615  -0.166
C15 -3.784 -5.344 0.235  -0.176
O8 -2.861 -5.989 -0.650  -0.191
S3 -2.502 -7.454 -0.070  0.633
O9 -3.321 -8.419 -0.729  -0.219
O10 -1.083 -7.573 0.000  -0.227
O11 -3.083 -7.234 1.423  -0.188
H29 -2.542 -5.341 2.010  0.133
H30 -4.243 -5.764 2.320  0.137
H31 -3.698 -4.266 0.157  0.099
H32 -4.795 -5.649 -0.047  0.137

Record 4
This record from OMol25 describes a molecular structure, C15H32FeN4O2P2. The level of theory is ωB97M-V/def2-TZVPD.

Calculated values
LUMO level (spin up / spin down) (Eh): -0.0819 / -0.1373
HOMO-LUMO gap (spin up / spin down) (eV): 7.740 / 6.120
Net charge: +1
Calculated total energy (eV): -79087.073
ΔE to the lowest compared entry with this formula, charge and spin (eV): 0.000
2S+1: 6

Each line ends with the Löwdin charge.
CARTESIAN COORDINATES (ANGSTROEM)
Fe1 -0.728 0.262 0.001  0.562
P1 -1.556 -1.891 0.185  0.907
P2 -1.297 1.734 1.636  0.854
N1 -0.397 -0.356 -2.008  -0.082
N2 -0.103 1.982 -1.023  -0.148
H1 0.225 0.362 -3.899  0.127
H2 1.267 2.459 -2.570  0.125
H3 1.524 0.152 -2.682  0.121
C1 0.481 0.472 -2.835  -0.168
H4 -0.442 2.395 -3.063  0.121
C2 0.318 1.920 -2.408  -0.218
H5 -1.012 -1.587 -3.560  0.142
H6 0.290 4.039 -0.863  0.131
C3 -1.056 -1.344 -2.493  -0.171
C4 -0.105 3.132 -0.371  -0.281
H7 -1.298 -3.337 -1.743  0.091
C5 -1.752 -2.341 -1.612  -0.339
H8 -2.825 -2.407 -1.842  0.078
H9 -2.672 2.021 1.796  -0.026
H10 -0.824 1.642 2.977  -0.052
H11 -2.851 -2.127 0.693  -0.017
H12 -0.808 -2.999 0.664  -0.053
O1 -2.621 0.410 -0.354  -0.444
C6 -3.088 0.956 -1.573  -0.562
C7 -4.261 0.184 -2.138  -0.048
C8 -3.492 2.390 -1.350  -0.051
H13 -2.252 0.864 -2.321  0.111
H14 -3.968 -0.775 -2.574  0.055
H15 -5.026 0.011 -1.367  0.097
H16 -4.702 0.783 -2.944  0.088
H17 -2.660 3.030 -1.039  0.058
H18 -3.905 2.808 -2.278  0.088
H19 -4.265 2.404 -0.562  0.097
C9 -0.594 3.207 0.933  -0.381
H20 -0.550 4.154 1.470  0.050
C10 3.300 -1.764 -0.508  -0.017
N3 2.963 -1.573 0.890  -0.059
C11 3.760 -2.308 1.868  -0.134
C12 3.406 -1.942 3.295  -0.152
C13 1.949 -1.575 3.426  -0.147
N4 1.611 -0.494 2.490  -0.102
C14 1.827 0.862 2.986  -0.054
C15 1.955 -0.735 1.168  -0.437
O2 1.310 -0.208 0.205  -0.090
H21 2.460 -2.203 -1.063  0.097
H22 4.159 -2.438 -0.562  0.098
H23 3.567 -0.809 -0.983  0.104
H24 3.594 -3.381 1.696  0.136
H25 4.822 -2.106 1.675  0.135
H26 4.030 -1.104 3.625  0.120
H27 3.636 -2.793 3.940  0.125
H28 1.693 -1.235 4.432  0.130
H29 1.327 -2.445 3.172  0.131
H30 1.327 0.968 3.956  0.092
H31 2.903 1.082 3.123  0.103
H32 1.407 1.594 2.287  0.057

| no. | F_max (hartree/bohr) |
| --- | --- |
| 1 | 0.07054 |
| 2 | 0.04529 |
| 3 | 0.07414 |
| 4 | 0.04991 |